Entry P
This record from OMol25 describes a cluster of 2 separate species, C2H6N2O3 in total. The level of theory is wB97M-V/def2-TZVPD.

The geometry in ORCA input format:
```
! RIJCOSX wB97M-V def2-TZVPD def2/J DEFGRID3
* xyz 0 1
O -2.496 1.503 -0.316
N -2.241 0.348 -0.006
O -1.673 0.255 1.369
N -2.169 -0.672 -0.750
O -1.847 -1.844 -0.172
H -0.783 0.555 1.410
H -1.593 -1.590 0.756
C 0.655 0.390 0.291
C 0.148 0.239 -0.917
H 0.427 1.345 0.765
H 0.879 -0.403 0.997
H -0.380 1.047 -1.334
H 0.274 -0.612 -1.496
*
```

## Properties
SMILES: [O-]/[N+](O)=N/O.C=C
Frontier orbital gap in eV: 10.1
E_LUMO in eV: 0.231



Entry Q
This record from OMol25 describes the molecule C2H6N2O3. The level of theory is wB97M-V/def2-TZVPD.

The geometry in ORCA input format:
```
! RIJCOSX wB97M-V def2-TZVPD def2/J DEFGRID3
* xyz 0 1
O -1.424 1.297 0.032
C -1.753 0.162 -0.027
O -2.999 -0.205 0.392
N -0.925 -0.961 -0.405
N 0.443 -0.714 -0.491
C 1.036 0.216 0.506
O 1.404 1.389 -0.068
H -3.541 0.605 0.768
H -1.271 -1.750 0.193
H 0.815 -0.635 -1.433
H 0.223 0.446 1.358
H 1.965 -0.127 0.800
H 0.584 1.969 -0.143
*
```

## Properties
SMILES: O=C(O)NNCO
Frontier orbital gap in eV: 10.0
E_LUMO in eV: 0.509



Which structure is most stable, and how do the rest compare? From most to least stable: entry Q, entry P.



Entry P
This record from OMol25 describes a structure of composition C44H61N8O2S3SeV. The level of theory is wB97M-V/def2-TZVPD.

The geometry in ORCA input format:
```
! RIJCOSX wB97M-V def2-TZVPD def2/J DEFGRID3
* xyz -1 2
V 0.770 0.948 -1.648
C -4.779 -1.292 3.644
C -3.445 -0.545 3.692
C -3.696 0.838 4.313
C -2.482 -1.334 4.593
C -2.821 -0.381 2.306
C -1.626 0.312 2.157
C -1.042 0.453 0.915
Se 0.739 1.190 0.782
C 1.614 -0.508 1.105
C 1.992 -0.845 2.387
C 2.563 -2.087 2.656
C 2.686 -2.948 1.577
C 2.293 -2.656 0.266
C 1.767 -1.365 -0.007
O 1.425 -0.947 -1.214
C 2.442 -3.817 -0.740
C 3.930 -4.176 -0.884
C 1.880 -3.566 -2.145
C 1.675 -5.038 -0.200
C 2.942 -2.465 4.086
C 3.603 -3.843 4.168
C 1.670 -2.491 4.949
C 3.922 -1.432 4.660
C -1.608 -0.059 -0.275
O -1.057 0.176 -1.440
C -2.784 -0.849 -0.112
C -3.350 -0.961 1.154
C -3.361 -1.640 -1.293
C -3.762 -0.694 -2.434
C -2.287 -2.620 -1.796
C -4.598 -2.454 -0.912
H -5.193 -1.366 4.653
H -5.501 -0.765 3.015
H -4.652 -2.305 3.256
H -4.167 0.738 5.297
H -2.764 1.392 4.436
H -4.355 1.427 3.669
H -2.902 -1.455 5.598
H -2.294 -2.324 4.171
H -1.522 -0.822 4.681
H -1.115 0.742 3.013
H 1.832 -0.117 3.176
H 3.105 -3.931 1.759
H 4.505 -3.297 -1.189
H 4.353 -4.542 0.054
H 4.061 -4.954 -1.644
H 2.437 -2.813 -2.695
H 1.939 -4.500 -2.714
H 0.839 -3.253 -2.100
H 2.046 -5.365 0.773
H 0.616 -4.792 -0.094
H 1.766 -5.878 -0.896
H 2.923 -4.630 3.836
H 4.509 -3.882 3.559
H 3.881 -4.053 5.204
H 0.947 -3.198 4.535
H 1.903 -2.790 5.976
H 1.196 -1.508 4.975
H 4.817 -1.371 4.037
H 3.472 -0.438 4.701
H 4.223 -1.711 5.675
H -4.247 -1.557 1.251
H -2.894 -0.116 -2.743
H -4.130 -1.267 -3.293
H -4.551 -0.011 -2.107
H -1.369 -2.087 -2.034
H -2.066 -3.366 -1.026
H -2.636 -3.139 -2.695
H -5.412 -1.813 -0.560
H -4.950 -2.991 -1.796
H -4.375 -3.195 -0.139
N 3.799 -0.210 -2.661
C 3.999 0.932 -1.980
N 3.081 1.787 -1.560
C 3.717 2.941 -1.062
C 5.068 2.888 -1.024
S 5.653 1.424 -1.697
C 3.074 4.209 -0.672
C 3.676 5.400 -0.925
S 2.728 6.702 -0.314
C 1.546 5.516 0.230
N 1.861 4.292 -0.032
N 0.442 5.916 0.925
H 2.893 -0.660 -2.458
H 4.589 -0.829 -2.714
H 5.749 3.637 -0.657
H 4.593 5.587 -1.460
H 0.165 6.873 0.789
H -0.324 5.249 0.905
C 0.342 -1.316 -4.360
C 0.753 0.091 -4.681
C 1.054 0.649 -5.906
C 1.351 2.017 -5.669
C 1.210 2.225 -4.314
C 1.313 3.520 -3.558
N 0.841 1.043 -3.691
H -0.618 -1.569 -4.820
H 0.242 -1.421 -3.281
H 1.078 -2.044 -4.713
H 1.059 0.142 -6.862
H 1.621 2.761 -6.408
H 0.595 4.253 -3.935
H 2.310 3.962 -3.634
H 1.086 3.378 -2.501
C -4.257 5.843 0.543
C -4.248 4.314 0.651
C -3.405 3.690 -0.415
N -2.131 3.556 -0.343
N -1.537 3.013 -1.444
C -2.392 2.756 -2.399
N -2.097 2.308 -3.635
S -4.045 3.165 -1.948
H -4.896 6.281 1.313
H -4.627 6.158 -0.434
H -3.248 6.236 0.668
H -5.269 3.936 0.575
H -3.848 4.011 1.620
H -1.187 1.854 -3.745
H -2.844 1.938 -4.193
*
```

## Properties
⟨S²⟩: 0.764
Frontier orbital gap (spin up / spin down) in eV: 5.2 / 4.6
E_LUMO (spin up / spin down) in eV: 2.118 / 2.118



Entry Q
This record from OMol25 describes a structure of composition C44H61N8O2S3SeV. The level of theory is wB97M-V/def2-TZVPD.

The geometry in ORCA input format:
```
! RIJCOSX wB97M-V def2-TZVPD def2/J DEFGRID3
* xyz -1 2
V 1.356 0.229 1.093
C -0.590 -3.378 -5.883
C -1.555 -2.862 -4.808
C -2.708 -2.109 -5.486
C -2.139 -4.069 -4.073
C -0.822 -1.919 -3.857
C -0.770 -2.099 -2.482
C -0.116 -1.186 -1.676
Se -0.137 -1.487 0.221
C -1.709 -0.469 0.636
C -2.956 -1.044 0.549
C -4.092 -0.314 0.885
C -3.881 0.994 1.296
C -2.635 1.622 1.368
C -1.485 0.867 1.043
O -0.258 1.331 1.111
C -2.618 3.066 1.896
C -1.314 3.816 1.623
C -2.835 3.015 3.416
C -3.738 3.894 1.242
C -5.470 -0.963 0.799
C -5.523 -2.182 1.731
C -5.730 -1.423 -0.643
C -6.590 -0.004 1.202
C 0.553 -0.037 -2.166
O 1.163 0.780 -1.342
C 0.502 0.150 -3.579
C -0.180 -0.789 -4.348
C 1.087 1.341 -4.365
C 1.854 2.371 -3.533
C 2.056 0.827 -5.442
C -0.067 2.098 -5.042
H -1.101 -4.074 -6.554
H 0.252 -3.897 -5.423
H -0.191 -2.563 -6.487
H -3.261 -2.773 -6.157
H -2.339 -1.267 -6.072
H -3.399 -1.718 -4.738
H -2.637 -4.728 -4.788
H -2.875 -3.765 -3.328
H -1.360 -4.643 -3.569
H -1.240 -2.951 -2.007
H -3.029 -2.077 0.225
H -4.742 1.576 1.589
H -0.461 3.336 2.088
H -1.410 4.833 2.017
H -1.108 3.880 0.555
H -2.051 2.417 3.885
H -3.797 2.561 3.662
H -2.809 4.022 3.841
H -3.669 3.838 0.154
H -3.638 4.941 1.537
H -4.737 3.569 1.534
H -4.787 -2.932 1.440
H -6.512 -2.646 1.703
H -5.306 -1.885 2.758
H -4.974 -2.135 -0.974
H -5.706 -0.571 -1.324
H -6.709 -1.904 -0.723
H -6.482 0.324 2.238
H -7.554 -0.508 1.108
H -6.608 0.881 0.563
H -0.224 -0.616 -5.417
H 2.721 1.945 -3.037
H 1.218 2.807 -2.768
H 2.202 3.164 -4.202
H 2.874 0.270 -4.981
H 2.481 1.668 -5.996
H 1.568 0.167 -6.158
H -0.764 2.474 -4.292
H -0.628 1.459 -5.724
H 0.318 2.947 -5.613
N 4.042 -0.850 4.703
C 4.594 0.128 3.929
N 3.958 0.754 2.992
C 4.748 1.693 2.387
C 6.029 1.760 2.831
S 6.272 0.597 4.083
C 4.103 2.603 1.430
C 4.649 3.765 1.004
S 3.552 4.601 -0.029
C 2.412 3.300 0.191
N 2.829 2.328 0.949
N 1.192 3.345 -0.376
H 3.029 -0.885 4.594
H 4.356 -0.883 5.659
H 6.822 2.416 2.522
H 5.599 4.192 1.267
H 1.065 3.974 -1.149
H 0.692 2.456 -0.423
C 0.563 -2.799 3.036
C 0.503 -1.444 3.682
C -0.001 -1.192 4.939
C 0.189 0.190 5.180
C 0.820 0.698 4.066
C 1.313 2.107 3.930
N 1.026 -0.290 3.127
H 0.819 -3.551 3.788
H 1.317 -2.835 2.253
H -0.394 -3.097 2.596
H -0.467 -1.918 5.591
H -0.093 0.752 6.059
H 0.614 2.792 4.415
H 1.413 2.405 2.888
H 2.289 2.240 4.407
C 4.255 -4.336 2.475
C 5.172 -3.661 1.463
C 4.527 -2.469 0.830
N 3.399 -1.983 1.184
N 3.023 -0.866 0.483
C 3.890 -0.547 -0.449
N 3.739 0.502 -1.277
S 5.265 -1.602 -0.494
H 4.748 -5.210 2.902
H 3.326 -4.653 2.003
H 3.996 -3.644 3.273
H 5.459 -4.363 0.675
H 6.098 -3.335 1.945
H 2.740 0.799 -1.398
H 4.330 0.520 -2.092
*
```

## Properties
⟨S²⟩: 0.761
Frontier orbital gap (spin up / spin down) in eV: 5.0 / 4.4
E_LUMO (spin up / spin down) in eV: 2.029 / 2.030



Which structure is most stable, and how do the rest compare? From most to least stable: entry Q, entry P.



Entry P
This record from OMol25 describes a structure of composition C3H2FNO2. The level of theory is wB97M-V/def2-TZVPD.

The geometry in ORCA input format:
```
! RIJCOSX wB97M-V def2-TZVPD def2/J DEFGRID3
* xyz 0 1
C 0.042 0.327 -0.830
C -0.486 -0.050 1.050
C 0.473 -1.026 0.760
H -0.325 1.579 -2.004
H 1.189 -1.582 1.433
N -0.735 0.859 0.061
O 0.307 0.911 -1.986
O 0.823 -0.768 -0.603
F -1.288 -0.251 2.118
*
```

## Properties
Frontier orbital gap in eV: 9.6
E_LUMO in eV: 0.665



Entry Q
This record from OMol25 describes the molecule C3H2FNO2. The level of theory is wB97M-V/def2-TZVPD.

The geometry in ORCA input format:
```
! RIJCOSX wB97M-V def2-TZVPD def2/J DEFGRID3
* xyz 0 1
O 0.496 2.512 -1.352
C 0.878 1.441 -0.991
N 0.323 0.542 -0.177
C -0.487 -0.391 -0.146
F -1.214 -0.871 -1.128
C -0.627 -1.334 1.424
O 0.105 -1.040 2.317
H 1.889 1.177 -1.321
H -1.363 -2.036 1.373
*
```

## Properties
SMILES: O=C/N=C(\F)C=O
Frontier orbital gap in eV: 9.7
E_LUMO in eV: -0.502



Which structure is most stable, and how do the rest compare? From most to least stable: entry P, entry Q.



Entry P
This record from OMol25 describes a structure of composition C16H30O3Si2Tl. The level of theory is wB97M-V/def2-TZVPD.

The geometry in ORCA input format:
```
! RIJCOSX wB97M-V def2-TZVPD def2/J DEFGRID3
* xyz 3 1
C 1.590 4.970 -1.361
C 0.052 4.604 -1.248
C -0.206 3.311 -0.324
C -1.721 2.926 -0.529
Si -2.356 1.543 0.649
C -1.465 1.513 2.341
C -2.147 0.401 3.255
C -1.358 0.223 4.651
C 0.030 -0.550 4.457
O -0.289 -1.946 4.088
O -2.455 0.006 -0.156
Si -1.017 -0.860 -0.238
O 0.384 0.015 0.121
C -0.898 -1.568 -2.034
C 0.270 -2.523 -2.294
C -0.125 -4.002 -2.661
C 0.832 -5.045 -2.982
C 2.249 -4.690 -2.972
C 2.670 -3.240 -2.593
C 4.184 -2.903 -2.600
C 1.694 -2.186 -2.269
H 2.126 4.743 -0.404
H 2.041 4.290 -2.142
H 1.710 6.049 -1.665
H -0.604 5.466 -0.964
H -0.276 4.304 -2.289
H 0.030 3.636 0.720
H 0.518 2.540 -0.719
H -2.322 3.842 -0.239
H -1.957 2.732 -1.608
H -3.754 1.922 0.957
H -0.350 1.447 2.277
H -1.724 2.501 2.832
H -2.318 -0.583 2.718
H -3.179 0.773 3.536
H -1.967 -0.323 5.426
H -1.203 1.267 5.041
H 0.556 -0.566 5.446
H 0.595 -0.024 3.649
H -0.438 -1.894 3.119
H -1.074 -1.970 0.735
H 0.846 0.239 -0.708
H -1.864 -2.106 -2.255
H -0.741 -0.679 -2.722
H -1.212 -4.288 -2.705
H 0.510 -6.088 -3.239
H 3.032 -5.443 -3.241
H 4.287 -1.828 -2.928
H 4.696 -3.088 -1.619
H 4.639 -3.508 -3.442
H 2.011 -1.148 -2.012
Tl -2.537 -2.216 3.142
*
```

## Properties
Frontier orbital gap in eV: 2.1
E_LUMO in eV: -14.963



Entry Q
This record from OMol25 describes a structure of composition C16H30O3Si2Tl. The level of theory is wB97M-V/def2-TZVPD.

The geometry in ORCA input format:
```
! RIJCOSX wB97M-V def2-TZVPD def2/J DEFGRID3
* xyz 3 1
C 4.107 2.233 -2.550
C 2.642 2.441 -3.022
C 1.602 2.199 -1.862
C 0.203 2.187 -2.521
Si -1.257 2.141 -1.297
C -0.883 2.988 0.361
C -2.166 3.000 1.262
C -1.855 3.581 2.706
C -1.049 2.577 3.605
O -1.928 1.442 3.934
O -1.930 0.552 -1.178
Si -1.199 -0.525 -0.185
O 0.317 -0.108 0.333
C -1.127 -2.204 -1.170
C -0.640 -3.371 -0.429
C -1.647 -4.495 -0.230
C -1.353 -5.673 0.401
C -0.054 -5.841 0.873
C 0.960 -4.738 0.707
C 2.347 -4.982 1.232
C 0.659 -3.560 0.072
H 4.236 2.554 -1.506
H 4.314 1.151 -2.565
H 4.800 2.758 -3.223
H 2.469 3.393 -3.541
H 2.443 1.654 -3.773
H 1.739 3.034 -1.161
H 1.897 1.229 -1.430
H 0.093 3.160 -3.037
H 0.133 1.418 -3.306
H -2.310 2.970 -1.921
H 0.019 2.612 0.862
H -0.711 4.049 0.102
H -2.692 2.019 1.292
H -2.887 3.702 0.804
H -2.769 3.874 3.250
H -1.285 4.505 2.524
H -0.803 3.079 4.545
H -0.171 2.254 3.031
H -1.843 0.865 3.159
H -2.020 -0.696 1.030
H 0.994 -0.590 -0.163
H -2.146 -2.412 -1.534
H -0.413 -2.038 -2.006
H -2.664 -4.380 -0.626
H -2.099 -6.462 0.528
H 0.247 -6.776 1.360
H 3.054 -4.456 0.570
H 2.480 -4.677 2.284
H 2.562 -6.056 1.087
H 1.406 -2.776 -0.053
Tl -3.819 1.190 2.372
*
```

## Properties
Frontier orbital gap in eV: 2.2
E_LUMO in eV: -14.987



Which structure is most stable, and how do the rest compare? From most to least stable: entry Q, entry P.